Computed, not measured: a cluster of 10 separate species, C59H112BF4N13O5 in total in a non-equilibrium geometry, with ωB97M-V/def2-TZVPD.

Its total charge is +6. The energy relative to the best compared isomer or geometry (same formula, charge and spin) is 570.0 kJ/mol. The value obtained for the HOMO-LUMO gap is 2.048 eV. The LUMO energy is -15.914 eV. The maximum force is 0.195 Eh/bohr. The calculated total energy comes out at -104085.962 eV.

XYZ file:
```
194
Properties=species:S:1:pos:R:3:forces:R:3
F -0.48513 0.91877 -1.26146 0.306 0.136 -0.202
F -0.90104 -0.00793 0.73629 0.688 0.140 1.992
F 0.55380 -1.05517 -0.80491 0.437 -0.014 0.669
F -1.70582 -1.03374 -0.99384 -0.314 -0.479 -0.676
O -2.84562 5.22005 1.70366 -2.356 -8.463 0.059
O -2.61714 3.58483 -4.10795 0.128 -0.470 0.301
O 1.19933 -6.56254 0.96877 6.328 7.168 -2.956
O -3.31444 3.99565 -2.05360 -0.306 0.048 1.496
O 4.06317 1.91345 0.14102 6.085 -3.321 -6.009
N 0.14706 1.77993 -6.16380 1.437 -0.299 0.409
N 0.34001 4.97936 -1.11140 -1.925 4.740 1.968
N -4.91786 -4.58046 -1.06780 0.331 -0.756 2.640
N 2.10611 -5.48944 0.44964 -4.993 -6.585 2.238
N -3.30427 3.90124 1.83103 2.038 8.033 2.525
N 0.64935 -0.04515 -4.98484 -0.884 1.707 -0.036
N 5.03502 1.48634 -0.80437 -4.377 5.393 4.049
N 0.35509 6.53424 0.47028 0.505 -1.350 -2.809
N -4.64111 -5.83453 0.73409 -1.071 1.050 -2.489
N -4.98933 -0.87551 0.69491 0.577 -2.092 1.431
N 1.39384 -1.00405 3.03408 -1.077 0.064 2.406
N 3.37976 -0.51456 3.82320 -3.198 -0.676 -2.276
N -4.65505 -2.23495 2.48834 0.110 2.238 -3.149
C -3.09860 3.21885 -3.00091 1.468 1.169 -1.710
C -2.04572 3.60883 4.09674 -0.350 0.953 -1.319
C 3.51036 -5.24739 1.05061 0.800 -0.095 -0.617
C 1.61369 -4.93354 -0.87411 -0.950 0.314 -0.995
C 2.07703 -0.43763 1.98818 0.125 0.273 0.575
C -3.54905 -2.20747 4.77063 -1.242 -0.495 -1.475
C -3.28193 1.74962 -2.81683 -0.421 -0.958 -0.083
C -6.12620 -0.80276 1.47450 1.410 -1.626 1.533
C -0.67052 5.97993 -1.35882 0.239 -1.321 -1.616
C -0.05161 -1.31501 3.10010 -0.100 -1.364 -0.307
C 0.54475 -1.30700 -4.19539 1.601 0.612 0.851
C -4.16378 -5.59743 -0.53114 -1.725 2.054 0.901
C -2.35722 2.98541 2.65419 1.451 -0.539 0.476
C 7.55369 1.58990 -1.51416 -1.272 -0.791 -1.228
C 1.53019 1.50680 -6.39118 -1.611 -1.637 1.835
C -4.84889 3.82781 1.96032 -0.238 0.792 -2.367
C -3.91675 -3.04967 3.45729 0.599 1.557 1.804
C -3.29927 -3.58188 -2.64116 0.118 -0.340 -0.954
C -4.47985 1.70656 3.22635 -0.639 -1.068 0.640
C -0.31849 0.90362 -5.27312 0.576 -1.159 -0.660
C -5.27225 2.38577 2.13858 -0.321 -0.287 0.290
C 0.19789 -4.33286 -0.66405 -0.626 -0.166 0.273
C -5.28771 4.71957 3.13617 -0.024 -0.472 0.116
C 3.52556 -3.93618 1.90929 -0.403 -0.330 -0.696
C -0.59355 2.96302 -6.75028 0.788 -0.003 0.713
C -1.08119 2.72803 1.82054 -0.109 0.497 -0.937
C -4.18124 -6.81157 1.68008 0.522 -0.767 0.507
C 6.95213 2.00705 0.87365 -1.427 -0.062 -0.153
C 7.03907 1.37173 -3.00474 0.527 -1.363 3.163
C -5.88278 -1.64725 2.60121 -1.122 1.409 -1.219
C 1.53025 -6.07905 -1.93481 -0.347 -0.794 0.877
C 0.68514 7.31262 1.59340 0.634 1.262 2.421
C 0.98211 5.42804 -0.01875 -1.384 0.562 0.990
C 5.77189 0.42769 -2.94508 0.915 1.889 -0.047
C 4.00534 -4.15422 -1.34653 0.603 -0.163 1.111
C -5.85163 -4.16495 -0.11882 -0.525 -1.886 -0.149
C -4.75384 -3.97761 -2.36922 0.391 0.027 -0.951
C 5.22659 0.82919 4.50111 0.242 0.577 1.720
C 2.54260 -3.82194 -1.33533 -0.473 0.921 1.248
C -3.00802 1.64114 2.95337 0.046 -0.606 -0.303
C -4.12425 -1.75573 1.28520 -1.087 -0.167 1.474
C 3.29252 -0.08618 2.47586 0.379 -0.651 0.717
C -0.59136 6.95183 -0.45440 0.679 -0.467 1.138
C 0.48025 3.76293 -1.78958 0.476 -0.928 -0.843
C 1.80839 0.37218 -5.59536 -0.385 1.304 -1.827
C -5.79855 -5.05750 0.92860 1.881 0.424 -0.643
C 2.15752 -1.02046 4.16269 1.700 0.883 -2.221
C -0.41442 7.26861 2.69949 -0.106 -0.481 -0.035
C -0.32214 -2.34337 -4.82040 -1.205 0.263 -0.061
C -4.70935 -0.17567 -0.56306 0.102 -0.213 -0.510
C 6.45090 2.16301 -0.60297 1.964 -2.072 1.073
C 4.00961 -6.40931 1.88410 -0.296 -0.520 1.163
C 4.56890 1.00954 -2.15614 -1.402 -1.980 -0.407
C 6.30695 3.62665 -0.87819 -1.040 0.985 -0.248
C 4.53715 -0.51185 4.65460 0.503 0.594 0.671
C 3.80468 2.13983 -2.97701 0.838 -0.027 0.853
C 3.63300 -0.20497 -1.78609 -1.084 0.193 0.517
C -5.41288 4.35113 0.60796 -0.597 -0.163 -0.405
C 4.44119 -5.16452 -0.23090 -1.745 0.365 -0.951
B -0.60135 -0.27269 -0.56181 -0.958 -0.297 -1.726
H 5.92829 -0.54729 -2.48349 0.779 0.039 -0.278
H -0.75897 -0.50468 3.27645 0.653 0.474 -0.414
H 4.08365 0.43199 1.95430 0.052 -0.265 0.331
H 1.80183 4.97191 0.51641 -0.079 -0.190 -0.208
H -4.31796 1.55280 -2.54112 0.005 -0.120 0.177
H 6.23767 2.56346 1.48034 0.393 0.147 0.379
H 4.12375 -0.71218 5.64307 0.456 0.481 0.353
H 5.45751 3.98079 -0.29412 0.253 0.520 0.017
H -1.63200 2.72303 -6.97861 0.319 -0.158 -0.099
H 1.62707 -0.30169 1.01584 0.005 -0.034 0.110
H 5.46717 1.19925 3.50447 0.332 -0.685 -0.007
H -4.82617 0.69417 3.43424 -0.129 -0.300 -0.582
H -5.43982 -3.13758 -2.47819 0.038 -0.016 0.399
H 1.05254 -5.73171 -2.85091 0.701 0.545 -0.108
H -4.44474 -0.89332 -1.33964 0.639 -0.086 0.310
H 1.90058 -1.32955 5.16511 -0.206 -0.183 -0.175
H 0.16757 -3.54184 0.08526 0.204 -0.265 0.368
H 0.85191 8.33155 1.24401 -0.067 0.086 0.154
H -3.23787 -2.79109 -3.38881 -0.248 0.384 0.373
H -6.37023 4.61032 3.20190 -0.072 0.012 -0.203
H -0.22960 7.71878 3.67484 0.832 0.512 -0.401
H -1.63800 4.61291 3.97970 -0.313 0.097 0.046
H -2.72747 0.91052 2.19469 -0.457 0.102 -0.639
H -5.27610 1.85434 1.18691 0.646 -0.002 -0.119
H -2.55596 1.17362 3.82811 0.376 0.551 0.312
H 0.93540 3.96236 -2.75971 0.089 -0.251 -0.083
H -4.52604 -3.88691 3.79770 0.346 -0.293 -0.595
H -1.36882 -2.07240 -4.68211 -0.129 0.071 -0.294
H -4.45320 -7.81644 1.35702 -0.009 0.028 0.131
H -0.58245 3.63207 1.47114 0.045 0.311 0.605
H 4.29453 -4.56425 -2.31418 0.325 0.262 0.094
H -0.56924 3.76382 -6.01121 -0.240 -0.160 0.116
H 4.48869 -3.85285 2.41282 0.084 -0.311 -0.187
H -2.78974 -4.37479 -3.18869 0.094 -0.406 0.347
H -5.58354 0.27954 -1.02853 -0.225 0.336 0.848
H 5.05375 -6.28521 2.17128 0.123 0.614 -0.327
H 4.65210 1.63932 4.95028 -0.491 -0.118 -0.019
H -1.34617 0.90421 -4.94105 0.096 -0.057 0.143
H 1.55131 -1.71491 -4.10293 0.470 0.154 -0.901
H -3.10502 -2.85236 5.52896 0.264 0.111 -0.240
H 0.45957 -1.08361 -3.13194 -1.272 0.296 -0.041
H -5.07561 5.77751 2.98168 0.298 -0.229 0.136
H 4.01344 -7.41315 1.45938 -0.552 0.201 -0.428
H 8.42730 2.24043 -1.47275 -0.250 0.313 -0.019
H -1.28568 2.21935 0.87846 -0.571 -0.054 0.079
H 3.14245 -0.75060 -2.59215 0.657 0.413 -0.741
H -2.57908 1.36378 -2.07843 -0.191 0.050 0.167
H -0.50579 3.32950 -1.95682 0.139 -0.208 0.165
H 2.68265 -0.25628 -5.51111 0.075 0.270 -0.221
H 2.76226 -3.98204 2.68606 -0.092 0.052 -0.095
H -1.35424 7.71845 2.37939 0.064 -0.039 -0.327
H 7.26060 4.04482 -0.55602 -0.188 0.202 0.183
H 4.59876 2.83833 -3.24089 -0.373 0.287 -0.179
H 0.83883 -6.87118 -1.64746 0.070 0.014 0.592
H 1.65769 6.96332 1.94012 -0.084 0.032 0.360
H -0.26512 -2.03327 3.89168 0.585 0.016 0.269
H -1.02472 7.93739 -0.36912 -0.367 -0.289 -0.047
H 3.50686 -6.43859 2.85078 -0.295 -0.198 -0.061
H -1.28867 3.06699 4.66366 -0.105 -0.528 -0.484
H -4.47755 -1.82440 5.19400 0.074 0.126 0.104
H -4.69745 2.09401 4.22166 0.178 0.808 -0.091
H -3.90797 0.53472 -0.35999 -0.162 -0.043 -0.429
H 6.91435 2.35581 -3.45655 -0.203 -0.434 -0.485
H -2.94263 -3.21304 2.99630 -0.355 -0.976 -0.166
H -0.62586 6.24045 2.99320 -0.009 -0.253 -0.422
H 0.00641 3.31068 -7.59128 -0.384 -0.316 -0.207
H -3.08875 1.23199 -3.75643 -0.126 0.011 -0.032
H -0.28909 -1.86114 2.18717 -0.189 0.435 -0.097
H 5.21084 -1.35221 4.48715 -0.124 -0.038 -0.599
H -6.40013 -5.22094 1.81053 -0.022 0.244 -0.105
H -3.27196 -5.93680 -1.03698 -0.145 -0.489 0.342
H -2.93397 -1.36948 4.44269 0.197 -0.024 0.380
H -0.10104 -2.37608 -5.88724 -0.096 -0.376 0.051
H 5.60671 0.31209 -4.01627 -1.088 -0.354 0.181
H -6.92891 -0.15643 1.15152 -0.183 -0.207 0.410
H 3.35481 1.74900 -3.88968 0.406 -0.520 0.090
H 4.34480 -6.14576 -0.69563 0.661 -0.200 0.308
H 6.99666 0.98808 1.25812 -0.180 -0.234 -0.393
H 7.91224 0.65560 -1.08215 -0.131 -0.248 -0.179
H 4.51169 -3.22225 -1.09528 0.355 0.021 -0.686
H 6.07692 0.79334 5.18211 0.515 0.111 -0.561
H 7.83357 0.76016 -3.43235 -0.087 0.503 -0.687
H 1.13428 3.16890 -1.15124 -0.203 -0.540 -0.365
H 2.49541 -6.57046 -2.05766 -0.017 0.273 -0.475
H 6.18885 3.90892 -1.92436 -0.121 -0.204 0.002
H 7.96865 2.38532 0.98173 -0.205 0.322 -0.251
H 2.75161 0.08517 -1.21418 0.118 0.522 0.177
H -4.62614 -6.59144 2.65049 -0.028 -0.140 -0.139
H -0.53580 -5.11407 -0.46529 0.215 -0.104 0.455
H 2.33340 -3.00669 -0.64272 0.330 0.143 0.569
H 3.40889 -3.06237 1.26824 -0.188 0.067 0.157
H -6.33517 2.36753 2.37933 -0.063 0.378 0.270
H 2.09438 2.12014 -7.07813 0.120 -0.233 0.127
H -6.63524 -3.45562 -0.34065 0.163 0.016 -0.125
H -0.23393 -3.81488 -1.52040 0.776 -0.116 -0.578
H 2.22599 -3.27234 -2.22179 -0.304 -0.947 -0.561
H -2.71251 -3.32603 -1.75892 -0.222 0.234 0.035
H -3.16989 -2.11820 0.93274 -0.037 0.461 -0.355
H -5.10651 5.32791 0.23359 0.600 -0.113 0.448
H -4.91168 4.28667 4.06315 0.168 0.575 0.094
H -0.23791 -3.32443 -4.35293 0.428 0.027 -0.099
H -6.49834 4.44785 0.63088 -0.140 -0.145 0.656
H -1.35977 5.95382 -2.18988 0.140 -0.528 -0.172
H -5.25356 3.61987 -0.18449 0.493 0.083 -0.037
H -6.50475 -1.79817 3.47114 -0.078 -0.027 -0.120
H 5.46090 -4.92605 0.07145 -0.124 -0.432 0.219
H 2.98280 2.63755 -2.46234 0.345 -0.091 0.436
H -5.10606 -4.71831 -3.08714 0.108 0.086 -0.196
H -2.96536 3.62978 4.68147 0.163 0.139 0.009
H -0.36368 2.05706 2.29285 -0.165 0.253 0.547
H -3.09857 -6.73941 1.78364 -0.044 -0.084 -0.040
H 4.10694 -0.98047 -1.18436 0.533 0.201 -0.023
```
Forces are in eV/Å.

Atomic partial charges in e from the Löwdin method, atoms 1 to 2: number 1, F, carries 0.136; number 2, F, carries 0.137